1.
ORCA calculation (ωB97M-V with the def2-TZVPD basis set) on the molecule C3H5B at a distorted geometry.

ORCA input file:
```
! wB97M-V def2-TZVPD RIJCOSX def2/J DEFGRID3
* xyz 0 1
B -0.02935 1.45593 -0.40626
C -0.93921 0.23886 -0.69426
C 1.14329 -0.31321 0.48134
C -0.20583 -0.26367 0.48543
H -2.02006 0.23476 -0.60244
H -0.64048 -0.23590 -1.62778
H 1.70826 -0.29530 -0.43774
H 1.71945 -0.50274 1.37220
H -0.73607 -0.31871 1.42950
*
```

Output
Frontier orbital gap: 8.040 eV
LUMO: 0.25 eV
Energy relative to the best compared isomer or geometry (same formula, charge and spin): 47.43 kcal per mole
Largest force on an atom: 1.466 eV/A
HOMO: -7.79 eV

---

2.
ORCA calculation (ωB97M-V with the def2-TZVPD basis set) on a structure of composition C16H32NPSiTi at a distorted geometry.

ORCA input file:
```
! wB97M-V def2-TZVPD RIJCOSX def2/J DEFGRID3
* xyz 0 3
C 0.61787 3.02864 -2.39304
C -0.69700 2.64356 -2.14529
C -0.97339 1.52342 -1.35567
C 0.09027 0.86111 -0.70535
C 1.41431 1.25313 -0.98885
C 1.67786 2.34979 -1.80523
C -2.39502 1.06456 -1.30205
C -2.66342 -0.37586 -0.82535
N -1.67210 -1.41009 -1.26067
Ti -0.32792 -0.93422 0.24439
C 2.57584 0.48541 -0.44008
P 2.10684 -1.23925 0.05269
H -1.50724 3.20039 -2.61992
H 2.71662 2.64858 -1.97311
H 0.83475 3.85298 -3.06156
H 3.01850 0.98374 0.44272
H 3.37602 0.35789 -1.19061
H -2.97512 1.71240 -0.61528
H -2.87296 1.19023 -2.28778
H -2.67930 -0.40453 0.30659
C 3.38172 -1.56897 1.27233
C 2.53472 -2.25688 -1.38362
H -3.66744 -0.69192 -1.14784
C -1.10453 -1.26145 -2.62168
C -2.27227 -2.75190 -1.12754
H -0.36460 -0.89265 1.99719
H -1.70101 -1.84728 -3.34126
H -1.09114 -0.23200 -2.98779
H -0.07594 -1.63744 -2.66817
H -2.64492 -3.07206 -2.10950
H -1.53286 -3.48271 -0.76842
H -3.11417 -2.72306 -0.43737
H 3.63112 -2.28625 -1.45561
H 2.13482 -3.26404 -1.18933
H 2.06780 -1.86671 -2.29826
H 4.35008 -1.47478 0.76697
H 3.32697 -0.85083 2.10013
H 3.26347 -2.58115 1.66734
H 0.82435 -2.32765 0.32647
C 0.99633 1.73422 2.58646
Si -0.49172 0.56141 2.56815
C -0.74322 -0.13578 4.30916
C -1.99354 1.59949 2.09291
H 1.90638 1.20970 2.91440
H 0.82214 2.57139 3.28635
H 1.19004 2.16335 1.59200
H -1.02506 0.62714 5.04962
H -1.52821 -0.90573 4.26676
H 0.18230 -0.62483 4.64526
H -2.32333 2.18718 2.96207
H -1.75973 2.30364 1.28408
H -2.84391 0.98665 1.77219
*
```

Output
Frontier orbital gap (alpha / beta): 5.620 / 6.163 eV
LUMO (alpha / beta): 0.43 / 0.32 eV
Energy relative to the best compared isomer or geometry (same formula, charge and spin): 0.00 kcal per mole
Largest force on an atom: 3.592 eV/A
HOMO (alpha / beta): -5.19 / -5.84 eV

---

3.
ORCA calculation (ωB97M-V with the def2-TZVPD basis set) on a cluster of 2 separate species, C3H11NO in total at a distorted geometry.

ORCA input file:
```
! wB97M-V def2-TZVPD RIJCOSX def2/J DEFGRID3
* xyz 0 1
C -1.84503 0.63119 -0.27863
C -0.70024 0.35120 0.66717
O 0.34586 -0.29333 -0.12769
C 0.03237 -1.41210 -1.00706
H -2.34184 1.59505 -0.01727
H -1.59260 0.65215 -1.42006
H -2.61131 -0.23781 -0.38568
H -1.02910 -0.33933 1.38848
H -0.24645 1.26574 1.19155
H -0.84610 -1.16356 -1.67951
H -0.36426 -2.22656 -0.37831
H 0.89414 -1.84856 -1.58766
N 2.70715 0.74148 1.12961
H 3.30837 0.35518 0.43816
H 2.51349 1.64924 0.82072
H 1.77553 0.28002 1.24617
*
```

Output
Frontier orbital gap: 10.150 eV
LUMO: 0.93 eV
Energy relative to the best compared isomer or geometry (same formula, charge and spin): 46.04 kcal per mole
Largest force on an atom: 3.028 eV/A
HOMO: -9.22 eV

---

4.
ORCA calculation (ωB97M-V with the def2-TZVPD basis set) on the molecule C2H4Cl2FN at a distorted geometry.

ORCA input file:
```
! wB97M-V def2-TZVPD RIJCOSX def2/J DEFGRID3
* xyz 0 1
N 0.44185 1.94037 1.57783
C 1.00486 0.86025 0.66076
C 0.07533 0.05659 -0.20015
F -0.75467 0.90805 -0.71236
Cl 0.58597 -0.83992 -1.51350
Cl -0.90819 -1.13415 0.82484
H -0.64743 1.54270 2.02910
H 0.12745 3.06210 1.11248
H 1.60239 1.44098 -0.06075
H 1.61331 0.25731 1.22921
*
```

Output
Frontier orbital gap: 10.762 eV
LUMO: 0.71 eV
Energy relative to the best compared isomer or geometry (same formula, charge and spin): 45.75 kcal per mole
Largest force on an atom: 5.292 eV/A
HOMO: -10.05 eV

---

5.
ORCA calculation (ωB97M-V with the def2-TZVPD basis set) on a cluster of 5 separate species, C19H35Cl3O7 in total at a distorted geometry.

ORCA input file:
```
! wB97M-V def2-TZVPD RIJCOSX def2/J DEFGRID3
* xyz 1 2
C -28.25931 4.46024 21.36949
C -29.58232 4.56923 21.39317
C -30.58511 3.47843 21.49930
O -31.79403 3.58747 21.56334
C -29.89912 2.17598 21.57698
C -28.53442 2.06083 21.63399
C -27.59048 3.22395 21.69838
O -26.42338 3.12124 22.06738
O -27.89207 0.82880 21.70431
O -30.15292 5.80016 21.35198
H -27.58888 5.28860 21.19413
H -30.40782 1.22364 21.55109
H -26.95034 0.97191 21.82363
H -31.00457 5.66832 21.77497
C -33.05744 1.28163 18.87772
Cl -33.45910 0.02555 17.68212
Cl -31.71376 2.13082 18.32520
Cl -32.68932 0.41417 20.35384
H -33.91226 1.95055 18.97731
C -36.59116 4.86801 20.37525
C -36.94089 3.56372 19.75044
O -36.32978 3.62787 18.50269
C -36.59873 2.51578 17.59713
C -36.03506 2.92734 16.20441
H -36.81893 4.88752 21.44101
H -35.51621 5.01149 20.26577
H -37.00594 5.71041 19.82170
H -36.61778 2.73313 20.37799
H -38.01281 3.41134 19.62453
H -36.11207 1.62045 17.98398
H -37.64272 2.30169 17.36831
H -36.21228 2.13537 15.47676
H -34.94764 2.96732 16.26790
H -36.34282 3.91929 15.87359
C -33.68456 -3.08184 23.17742
C -32.95159 -1.77352 23.04810
O -31.92039 -1.72505 23.99235
C -31.32248 -0.46664 24.20859
C -29.97381 -0.60786 24.85619
H -33.94133 -3.26462 24.22087
H -34.51687 -3.13523 22.47564
H -33.03986 -3.92215 22.91988
H -32.47240 -1.60905 22.08299
H -33.66093 -0.97567 23.26807
H -31.25337 0.08529 23.27121
H -31.92772 0.06587 24.94223
H -29.91128 -1.31931 25.67962
H -29.86234 0.37849 25.30650
H -29.15834 -0.78486 24.15492
C -28.80868 -0.08051 17.62619
C -28.24895 0.72446 16.46391
O -27.17370 1.48637 16.91067
C -27.60149 2.76896 17.40913
C -26.44693 3.56534 17.92929
H -29.49028 0.51003 18.23839
H -29.46562 -0.83209 17.18839
H -28.06846 -0.66660 18.17087
H -27.85524 -0.01690 15.76859
H -28.97813 1.31270 15.90681
H -27.96521 3.37745 16.58115
H -28.30285 2.62522 18.23104
H -26.62285 4.60132 18.21892
H -25.65304 3.63188 17.18538
H -26.06509 3.13869 18.85680
*
```

Output
Frontier orbital gap (alpha / beta): 7.278 / 2.467 eV
LUMO (alpha / beta): -4.19 / -9.00 eV
Largest force on an atom: 2.812 eV/A
HOMO (alpha / beta): -11.47 / -11.47 eV

---

6.
ORCA calculation (ωB97M-V with the def2-TZVPD basis set) on a structure of composition C41H67ClGe2InN4O at a distorted geometry.

ORCA input file:
```
! wB97M-V def2-TZVPD RIJCOSX def2/J DEFGRID3
* xyz 1 1
In 1.34539 0.32064 0.27764
N 1.69167 -2.18145 -0.07077
C 0.94068 -3.20566 -0.82081
C 0.00885 -2.60497 -1.85358
N -1.18066 -1.92942 -1.32711
C -1.94426 -2.82078 -0.43594
C -1.64129 -2.58949 1.03321
N -2.06444 -1.23882 1.39315
C -1.97546 -1.46562 -2.46281
C -2.99671 -0.41979 -2.04188
N -2.28866 0.61836 -1.23795
H 2.32252 -1.72711 -0.73926
H 2.28916 -2.65806 0.59784
H 0.40657 -3.85115 -0.12454
H 1.63070 -3.85498 -1.36022
H -0.29788 -3.40397 -2.54607
H 0.57683 -1.86943 -2.43329
H -1.75068 -3.86791 -0.70021
H -3.01610 -2.67502 -0.58903
H -0.57016 -2.66840 1.20875
H -2.13776 -3.36347 1.62710
H -1.62969 -0.93895 2.25802
H -3.06334 -1.23155 1.57935
H -2.48413 -2.28717 -2.98681
H -1.29734 -1.01119 -3.18637
H -3.79537 -0.83119 -1.42883
H -3.44628 0.05567 -2.91269
H -2.95596 1.17846 -0.70817
H -1.71167 0.11599 -0.53058
C 5.70817 1.10631 2.85121
C 4.63252 1.12712 1.76051
Ge 2.94038 0.28367 2.31095
C 3.31534 -1.52944 2.99650
C 3.61682 -1.57248 4.49787
C 1.93196 1.29193 3.61410
C 0.81035 2.03107 3.53680
Ge -0.25586 2.21157 1.82585
C -2.16395 1.80945 2.37469
C -3.23576 2.86098 2.69260
C -0.00322 4.09009 1.19035
C -0.84906 5.28204 1.64930
C 0.31969 2.71899 4.77526
C -0.58173 3.77269 4.67667
C -1.03030 4.46850 5.79107
C -0.58406 4.11178 7.05107
C 0.30680 3.05244 7.17729
C 0.75004 2.36699 6.06027
H 6.62126 1.60346 2.51754
H 5.97755 0.08425 3.12370
H 5.37214 1.61727 3.75565
H 4.97175 0.58778 0.87360
H 4.41603 2.15387 1.45746
H 4.16711 -1.90756 2.42338
H 2.46045 -2.17181 2.77092
H 4.43559 -0.90188 4.76370
H 3.89976 -2.57580 4.82170
H 2.74415 -1.27389 5.08172
H 2.42499 1.22994 4.58537
H -2.03963 1.14425 3.23382
H -2.57008 1.17773 1.58656
H -3.09630 3.31846 3.66746
H -4.22126 2.38902 2.70459
H -3.27475 3.66006 1.95238
H -0.07543 4.03182 0.10688
H 1.04889 4.28840 1.40375
H -1.91823 5.07651 1.64813
H -0.68407 6.12194 0.97104
H -0.57870 5.62435 2.64716
H -0.92503 4.06743 3.69844
H -1.72440 5.29110 5.66953
H -0.92507 4.64720 7.92721
H 0.65875 2.75630 8.15702
H 1.42673 1.53698 6.20763
C 2.48665 -2.98864 -4.24898
C 3.29187 -1.73852 -3.89896
C 4.19858 -1.95792 -2.68593
C 2.50553 -0.41846 -3.92124
C 2.13162 -0.02368 -5.21073
C 1.74451 1.26286 -5.51908
C 1.92583 2.22693 -4.54094
C 2.30644 1.88899 -3.24971
C 2.85596 3.01108 -2.38426
C 4.23090 2.65932 -1.81045
C 1.91667 3.50971 -1.30894
C 2.37034 0.52234 -2.86836
O 2.43571 0.19208 -1.55388
H 3.15048 -3.85176 -4.33550
H 1.96991 -2.87127 -5.20269
H 1.74188 -3.21731 -3.50106
H 3.97434 -1.60688 -4.74342
H 3.68712 -2.45659 -1.85986
H 4.60617 -1.01868 -2.31265
H 5.03178 -2.60257 -2.96972
H 2.21685 -0.75415 -6.00886
H 1.44103 1.53097 -6.52236
H 1.82046 3.27745 -4.79128
H 3.00490 3.84645 -3.07408
H 4.16408 1.80591 -1.13553
H 4.64178 3.50714 -1.25855
H 4.92738 2.40483 -2.61058
H 1.72750 2.74582 -0.55272
H 0.96428 3.81385 -1.74846
H 2.33984 4.37377 -0.79362
Cl -1.62016 1.04343 -5.10777
C -2.42474 2.32984 -4.26285
C -3.19850 3.21579 -4.99822
C -3.87092 4.23916 -4.35166
C -3.77055 4.38181 -2.97404
C -2.98510 3.49889 -2.25510
C -2.29914 2.45922 -2.88345
C -1.43658 1.56378 -2.04190
H -3.26640 3.09780 -6.07064
H -4.47038 4.93029 -4.92860
H -4.28583 5.18616 -2.46736
H -2.87332 3.63311 -1.18237
H -0.87252 2.15124 -1.31989
H -0.73274 0.97369 -2.62592
*
```

Output
Frontier orbital gap: 6.738 eV
LUMO: -2.59 eV
Largest force on an atom: 1.022 eV/A
HOMO: -9.33 eV

---

Which of these has the highest largest force on an atom? C2H4Cl2FN

---

Among the records above, which one has the lowest largest force on an atom? C41H67ClGe2InN4O

---

Number 6 is which compound? C41H67ClGe2InN4O